A structure of composition C29H47BN9OPdS4, computed with the ωB97M-V functional and the def2-TZVPD basis.

Charge ... +3
Orbital gap (alpha / beta) ... 6.6386 / 6.6393 eV
Energy relative to the best compared isomer or geometry (same formula, charge and spin) ... 0.000 eV
Highest occupied orbital energy (alpha / beta) ... -15.424 / -15.424 eV
Calculated total energy ... -3446.11740 hartree

Each line ends with the Mulliken charge.
Element x y z (Å)
Pd  -0.16470  0.32908  0.91882  0.578
S  2.87919  0.64581  -1.00473  -0.025
S  1.95760  -0.55591  0.39665  -0.347
S  -0.78464  -2.74255  1.07357  -0.065
S  0.89832  0.96390  2.86340  -0.331
O  -0.82198  2.77245  -0.29206  -0.222
N  0.28604  3.53957  2.33868  -0.120
N  1.70002  2.02912  -3.02663  0.488
N  -3.01311  -1.83505  -0.20989  0.515
N  0.93793  -2.12454  -1.52735  0.191
N  0.53059  0.24289  -2.48649  0.450
N  0.98668  3.02136  4.46044  -0.166
N  -1.12928  -0.71980  -0.73806  3.286
N  -1.96193  1.07085  1.62693  0.754
N  2.47064  -3.18484  -0.37020  0.618
C  -2.25582  -0.06518  -1.31937  -1.662
C  2.76607  3.11717  -3.08186  0.854
C  2.91977  -3.38748  2.04703  -1.308
C  2.66917  3.94803  -1.80482  -1.368
C  -3.80838  2.54522  1.84089  -0.831
C  -4.30900  1.80669  2.89780  -0.622
C  4.72038  -2.57451  0.45015  -1.416
C  0.63847  1.94432  -3.90403  -0.319
C  -5.37698  -2.54605  -0.31312  -2.043
C  -3.61377  0.68035  3.31080  -0.989
C  1.80984  -2.03424  -0.52434  -0.193
C  -2.63591  2.15493  1.21061  0.606
C  3.53958  -3.51901  0.65884  1.054
C  0.68686  2.64660  3.23226  0.832
C  -2.44650  0.35188  2.65832  -0.787
C  -4.09895  -2.82112  1.79904  -1.331
C  -0.07534  0.85021  -3.57020  -1.422
C  1.61055  0.98178  -2.18541  0.595
C  -1.68547  -1.81817  0.01479  0.086
C  4.13712  2.46972  -3.26357  -1.532
C  -3.56664  -4.24384  -0.23127  -1.584
C  3.99039  -4.95651  0.43256  -2.108
C  -2.20340  2.95990  0.00906  -1.285
C  2.48400  4.00762  -4.28727  -2.097
C  0.97769  4.40627  4.92695  -1.080
C  -3.35671  -0.74537  -1.01439  -1.281
C  1.97312  -4.05409  -1.31076  -0.356
C  -4.00954  -2.87432  0.27729  0.948
C  1.02292  -3.39634  -2.02584  -1.184
B  -0.10900  -1.08742  -1.93412  -1.182
H  -4.47542  -1.85015  2.12548  0.287
H  2.61291  -2.36608  2.27597  0.220
H  2.82095  3.35697  -0.90271  0.295
H  -2.41466  4.01203  0.21214  0.658
H  3.66381  -3.67739  2.78812  0.513
H  2.54472  3.45934  -5.22762  0.501
H  0.49332  2.64182  -4.70648  0.649
H  1.25660  2.29750  5.10907  0.285
H  0.20088  4.51331  2.58627  0.266
H  -4.32416  3.43165  1.49472  0.585
H  -0.61427  3.27976  -1.08610  0.073
H  0.09768  3.25840  1.38295  -0.095
H  -0.74273  -1.55340  -2.83231  -0.145
H  4.13692  1.77921  -4.10727  0.403
H  -3.95837  0.06597  4.13038  0.606
H  1.52115  4.51437  -4.21654  0.490
H  4.86369  3.25353  -3.47396  0.501
H  3.17895  -5.67002  0.57769  0.520
H  -5.22264  2.10809  3.39276  0.482
H  4.47979  -1.54112  0.69960  0.274
H  1.30664  4.42013  5.96082  0.356
H  1.70182  4.45159  -1.74814  0.350
H  -0.94465  0.42316  -4.03812  0.752
H  -1.86663  -0.51468  2.94938  0.534
H  2.05827  -4.04686  2.15346  0.357
H  2.33190  -5.06086  -1.41072  0.641
H  -4.80741  -3.58020  2.12947  0.526
H  3.25093  4.77975  -4.31202  0.455
H  5.08593  -2.62426  -0.57604  0.409
H  3.43912  4.71846  -1.82839  0.525
H  0.41250  -3.72988  -2.84642  0.672
H  -3.48979  -4.24261  -1.31988  0.384
H  -4.32046  -4.97842  0.04968  0.498
H  1.66592  5.01545  4.33972  0.361
H  -2.82037  2.65953  -0.84209  0.476
H  -5.37526  -2.57116  -1.40382  0.481
H  -5.76144  -1.58550  0.03396  0.457
H  -3.14322  -3.02426  2.27648  0.276
H  -2.13612  0.78695  -1.96191  0.875
H  4.75614  -5.18328  1.17223  0.445
H  5.53130  -2.88042  1.10990  0.497
H  -4.37216  -0.55487  -1.30842  0.689
H  4.49618  1.95015  -2.37563  0.394
H  -2.61829  -4.55622  0.19726  0.306
H  -0.02923  4.82363  4.88352  0.358
H  4.43728  -5.09829  -0.55191  0.513
H  -6.07391  -3.31015  0.02639  0.449

Forces on the atoms, in the same order (eV/Å):
Pd 0.113 -0.113 -0.124
S -0.015 -0.031 0.015
S -0.060 0.070 0.014
S 0.039 0.028 -0.093
S 0.006 0.019 0.027
O 0.002 0.001 0.022
N -0.022 -0.008 -0.049
N 0.004 0.005 0.001
N -0.017 -0.003 -0.017
N 0.017 -0.025 0.007
N 0.008 -0.023 -0.027
N -0.008 0.016 -0.005
N 0.123 0.113 0.129
N -0.027 0.043 -0.018
N -0.017 -0.025 0.002
C -0.045 0.035 -0.018
C -0.004 -0.003 0.000
C -0.003 -0.006 0.000
C 0.008 0.001 -0.002
C -0.020 0.004 0.002
C 0.002 0.009 -0.009
C -0.001 0.000 0.002
C 0.003 -0.008 0.000
C 0.000 -0.007 0.001
C 0.008 -0.004 -0.001
C -0.045 0.018 0.027
C 0.010 -0.060 0.003
C 0.007 0.002 -0.003
C 0.004 -0.024 0.000
C -0.010 -0.024 0.018
C -0.003 -0.012 0.016
C 0.008 0.006 -0.023
C -0.017 0.022 0.020
C -0.025 -0.068 0.026
C 0.001 0.001 0.000
C 0.006 0.016 -0.003
C -0.002 0.000 0.001
C 0.017 0.008 0.000
C 0.003 0.005 0.000
C -0.001 0.000 0.002
C 0.021 0.000 -0.013
C 0.022 0.002 0.013
C 0.001 0.014 0.003
C -0.011 0.027 -0.006
B -0.071 -0.036 -0.025
H 0.004 0.005 0.000
H 0.002 0.000 0.003
H 0.004 0.002 0.003
H 0.011 0.003 0.004
H 0.000 0.002 0.001
H 0.002 0.002 0.001
H -0.001 0.001 0.000
H -0.002 0.000 0.000
H 0.004 0.001 -0.003
H 0.000 -0.001 -0.003
H -0.001 -0.003 0.008
H 0.005 0.011 0.025
H -0.009 -0.016 0.010
H -0.001 0.001 0.001
H -0.001 0.001 0.002
H -0.002 -0.001 -0.001
H 0.001 0.000 0.000
H -0.001 0.000 -0.001
H -0.001 -0.002 -0.001
H -0.001 0.001 -0.004
H 0.002 0.001 0.000
H -0.005 0.002 -0.001
H -0.005 -0.002 0.012
H -0.001 0.001 0.000
H -0.001 0.002 -0.002
H -0.002 -0.001 0.000
H -0.006 0.004 0.000
H 0.000 0.000 0.001
H 0.000 0.000 0.000
H -0.003 0.000 -0.001
H -0.001 -0.002 0.001
H -0.001 -0.001 0.001
H 0.005 0.001 0.003
H 0.001 0.000 0.000
H -0.016 0.005 0.005
H -0.002 -0.002 0.002
H 0.000 0.006 0.000
H -0.027 0.000 -0.007
H 0.013 0.012 0.023
H 0.001 0.000 0.000
H 0.000 0.000 0.001
H -0.001 -0.010 -0.002
H -0.001 -0.002 -0.001
H 0.026 0.003 0.009
H 0.000 -0.001 0.000
H 0.001 0.000 0.001
H 0.001 -0.001 -0.004

=====

A structure of composition C3H4Cl2 at a distorted geometry, computed with the ωB97M-V functional and the def2-TZVPD basis.

Orbital gap ... 9.5086 eV
Energy relative to the best compared isomer or geometry (same formula, charge and spin) ... 3.501 eV
Highest occupied orbital energy ... -9.285 eV
Calculated total energy ... -1036.94308 hartree

Each line ends with the natural charge from an NBO analysis.
Element x y z (Å)
Cl  -1.01539  -2.06581  -0.24135  0.040
Cl  -2.35157  -0.08520  1.33960  0.010
C  -0.14674  0.32079  -0.28345  -0.225
C  -0.81530  -0.62116  0.65359  -0.324
C  1.26780  0.68839  -0.48395  -0.408
H  1.49481  0.87082  -1.85356  0.226
H  -0.74825  0.85091  -0.90381  0.199
H  2.22424  0.87723  0.30281  0.244
H  0.09040  -0.83598  1.47012  0.239

Forces on the atoms, in the same order (eV/Å):
Cl -0.456 -1.636 -0.713
Cl 0.328 0.166 0.101
C 6.388 1.165 0.826
C 4.137 0.825 2.789
C -2.015 -0.247 -1.449
H -0.620 0.182 4.855
H -1.944 0.633 -2.637
H -2.897 -1.454 -2.338
H -2.919 0.366 -1.436

=====

The molecule C19H17FN2O5 at a distorted geometry, computed with the ωB97M-V functional and the def2-TZVPD basis.

Orbital gap ... 8.7534 eV
Energy relative to the best compared isomer or geometry (same formula, charge and spin) ... 0.000 eV
SMILES string ... O=C(Oc1cccc([N+](=O)[O-])c1)C1CCN(C(=O)c2ccc(F)cc2)CC1
Highest occupied orbital energy ... -9.359 eV
Calculated total energy ... -1319.75354 hartree

Each line ends with the natural charge from an NBO analysis.
Element x y z (Å)
F  -7.30551  -2.59787  -0.27136  -0.322
O  4.67969  4.73017  3.33475  -0.373
O  2.40001  1.35246  -0.95094  -0.519
O  -1.28770  -4.34395  0.03321  -0.612
O  3.41421  3.02235  3.64002  -0.369
O  0.55461  1.76437  0.28097  -0.570
N  -1.01342  -2.47813  -1.19959  -0.435
N  4.03282  3.78726  2.93601  0.517
C  4.80891  4.06927  -0.67996  -0.198
C  0.57693  -0.08830  -1.27027  -0.313
C  3.98430  3.08864  -1.20238  -0.237
C  -5.97063  -2.77498  -0.34077  0.406
C  -5.47015  -3.80755  -1.11323  -0.280
C  -0.95074  -0.04130  -1.31063  -0.407
C  -3.24654  -3.12135  -0.50084  -0.147
C  -1.49955  -1.33029  -1.92404  -0.213
C  3.17570  2.56198  1.00716  -0.269
C  -5.14373  -1.91887  0.36443  -0.279
C  4.00797  3.55409  1.50763  0.096
C  0.42827  -2.58874  -1.17915  -0.224
C  1.03687  -1.35104  -0.52223  -0.399
C  -3.77510  -2.09861  0.28007  -0.180
C  -4.09970  -3.98132  -1.18206  -0.156
C  4.82256  4.31525  0.68129  -0.215
C  1.13260  1.11565  -0.54271  0.811
C  -1.76843  -3.37589  -0.52417  0.672
C  3.16509  2.34049  -0.36087  0.355
H  5.45183  5.07703  1.11449  0.251
H  2.55543  1.99530  1.68381  0.271
H  0.99018  -0.10585  -2.28328  0.223
H  -1.28673  0.81609  -1.89478  0.221
H  3.96251  2.88755  -2.26187  0.230
H  -2.58959  -1.32256  -1.91762  0.234
H  -5.57161  -1.13313  0.96654  0.234
H  -3.11535  -1.44703  0.83313  0.221
H  0.70494  -1.29588  0.51641  0.216
H  0.68079  -3.48939  -0.61648  0.256
H  -6.14743  -4.46084  -1.63996  0.233
H  -3.68482  -4.78862  -1.76593  0.226
H  0.79842  -2.68961  -2.20617  0.187
H  -1.32528  0.07765  -0.29321  0.221
H  -1.16005  -1.40836  -2.96563  0.188
H  5.43986  4.64517  -1.33822  0.226
H  2.12501  -1.42302  -0.53658  0.223

Forces on the atoms, in the same order (eV/Å):
F 0.112 -0.022 0.003
O 0.164 0.259 0.181
O 0.504 -0.047 -0.151
O -0.008 -0.264 0.156
O -0.199 -0.200 0.271
O 0.046 -0.003 0.012
N 0.224 0.118 -0.136
N 0.041 0.066 0.353
C -0.084 -0.085 0.092
C -0.109 0.115 0.360
C -0.279 -0.270 0.083
C 0.131 -0.007 -0.022
C -0.177 0.120 0.072
C 0.105 -0.100 -0.197
C -0.118 -0.115 0.194
C -0.201 0.399 -0.047
C -0.007 -0.044 0.162
C -0.219 -0.046 -0.047
C 0.019 -0.224 -1.300
C 0.281 -0.172 0.360
C 0.012 -0.089 -0.327
C 0.036 -0.184 -0.161
C 0.135 0.151 0.092
C -0.021 0.034 0.294
C -0.536 -0.095 -0.178
C -0.196 -0.051 -0.069
C 0.287 0.536 0.188
H 0.007 0.016 0.001
H 0.024 0.014 -0.034
H -0.002 0.009 0.036
H -0.036 0.046 0.017
H -0.014 -0.025 -0.120
H 0.157 0.005 -0.091
H -0.070 0.064 0.056
H 0.078 0.091 0.055
H 0.014 -0.009 0.051
H 0.010 0.112 -0.166
H -0.087 -0.047 -0.044
H 0.030 -0.098 -0.045
H -0.003 -0.023 0.028
H -0.049 0.024 0.005
H -0.086 -0.001 0.016
H 0.057 0.047 -0.047
H 0.027 -0.004 0.043

=====

A structure of composition C2H7N5O at a distorted geometry, computed with the ωB97M-V functional and the def2-TZVPD basis.

Orbital gap ... 8.9878 eV
Energy relative to the best compared isomer or geometry (same formula, charge and spin) ... 8.954 eV
Highest occupied orbital energy ... -8.325 eV
Calculated total energy ... -429.09441 hartree

Each line ends with the natural charge from an NBO analysis.
Element x y z (Å)
O  -0.23207  0.64665  2.60892  -0.601
N  -0.04450  -0.66358  1.94309  -0.336
N  -0.65191  0.53392  -1.38818  -0.187
N  0.88096  -1.52959  0.07892  -0.390
N  1.31046  -1.36557  -1.39587  -0.682
N  -0.34581  0.56885  0.03487  -0.535
C  -0.97610  1.68860  -1.62992  -0.121
C  0.33856  -0.47134  0.59623  0.486
H  2.40217  -2.17609  -1.38304  0.355
H  -1.12307  0.36419  3.10347  0.487
H  -0.95455  2.76590  -1.00248  0.195
H  -0.05130  1.47074  0.61427  0.398
H  0.57897  -1.22578  2.56099  0.378
H  -1.45981  1.43121  -2.63517  0.212
H  0.32799  -2.03811  -2.10611  0.341

Forces on the atoms, in the same order (eV/Å):
O -2.899 -2.667 1.425
N 0.551 0.874 1.528
N 1.871 -0.969 5.819
N 0.995 1.193 -1.610
N -0.194 -4.817 -0.115
N 2.152 0.846 1.413
C -2.650 3.804 -4.216
C -0.674 -3.160 -0.662
H -4.642 2.764 -0.252
H 2.824 1.586 -1.527
H -0.070 -3.291 -1.656
H -1.326 -1.809 -2.257
H -0.240 0.761 -1.207
H 0.309 2.718 0.550
H 3.994 2.167 2.764